C24H50BN2O12P2 | wB97M-V/def2-TZVPD

Structure (XYZ):
```
91
Properties=species:S:1:pos:R:3:forces:R:3:mulliken_charge:R:1
C -4.649353 2.577555 0.431653 0.26 -2.27 1.05 -0.4307
C -4.314919 1.441322 1.253197 0.18 1.63 -2.65 -0.8806
C -3.276521 0.380241 0.617830 0.32 -2.19 -1.11 0.3105
C -1.836052 0.266230 1.216098 -0.48 -1.61 -3.49 0.4104
P -1.208172 1.275480 2.698072 -0.80 -0.51 0.46 -0.1336
P 0.846218 1.976080 2.261009 4.52 0.61 -3.43 0.9678
O 1.565537 1.095217 1.227387 -2.29 1.38 2.33 -0.6392
O 1.822103 2.043009 3.648900 -3.29 -0.04 -1.59 -0.3986
O 0.797111 3.559104 1.604905 -0.15 -2.35 1.39 -0.5260
C -0.881208 -0.775964 0.557115 -3.75 -0.14 -2.04 -0.7058
C -1.404726 -1.595373 -0.668519 -0.80 2.49 2.77 -0.0203
N -2.760511 -1.456408 -1.196323 2.00 1.80 3.00 0.4630
C -3.086920 -2.319697 -2.377802 -0.74 -1.51 -1.17 -0.5484
O -3.275761 -1.597421 -3.602572 1.17 0.05 2.00 -0.2848
C -2.202257 -0.658709 -3.867430 0.50 1.15 -1.72 -0.1585
C -2.594268 0.882680 -3.654820 0.28 0.43 0.17 -0.3136
O -3.541236 1.374516 -4.654928 0.93 0.10 1.27 -0.3866
C -3.711711 2.808421 -4.530783 -0.56 1.01 -0.79 -0.3071
C -5.107252 3.263642 -3.878446 0.61 0.92 -0.46 -0.7352
C -3.721894 -0.525577 -0.592969 3.43 0.42 1.93 0.1153
B -5.242063 -0.444290 -1.189549 -2.56 -0.11 -0.37 0.4821
N -6.351401 -0.738253 -0.241421 2.25 1.53 -1.29 -0.5084
O -5.604632 -0.162005 -2.550598 0.98 0.49 2.53 -0.5542
H -4.724821 3.647254 0.813410 -0.94 -1.80 -0.16 0.3250
H -4.920157 2.408515 -0.679547 1.70 0.50 1.59 0.0006
H -4.801441 1.296971 2.272345 1.79 0.54 -0.93 0.4293
H -1.950749 2.519308 2.807887 0.42 -0.84 -0.69 0.1295
H 1.323549 1.652314 4.404028 0.60 0.36 -0.31 0.3146
H 1.135178 3.533334 0.681123 -0.13 -0.32 0.82 0.3415
H 0.184827 -0.991111 0.904280 -1.72 0.65 -0.51 0.3310
H -0.679734 -2.342337 -1.140493 -1.50 1.18 0.55 0.3770
H -4.044293 -2.937188 -2.173578 1.39 1.37 -0.30 0.2933
H -2.249091 -3.112100 -2.490411 -1.06 1.52 0.35 0.2320
H -1.954022 -0.766565 -4.993989 -0.45 0.17 1.82 0.2406
H -1.223134 -0.886336 -3.316874 -1.48 0.26 -0.53 0.1946
H -1.627263 1.520478 -3.724053 -1.34 -1.19 0.05 0.3914
H -3.054803 1.121877 -2.633987 0.76 -0.63 -0.97 0.1594
H -2.826539 3.289617 -3.990237 -1.16 -0.73 -0.59 0.2941
H -3.714117 3.224120 -5.612049 0.08 -0.68 1.77 0.3046
H -5.033707 4.412122 -3.738046 -0.14 -1.84 -0.19 0.3470
H -5.313711 2.836125 -2.838259 0.19 0.35 -1.51 0.0450
H -5.957499 3.096704 -4.629549 1.16 -0.08 1.40 0.2853
H -7.230189 -0.289834 -0.531878 0.45 -0.58 0.32 0.2510
H -6.099161 -0.527482 0.732027 -0.52 -0.51 -0.56 0.2773
H -5.201877 0.668274 -2.889080 -0.03 -1.02 -0.23 0.1879
C 1.598723 2.861205 10.847557 0.17 -0.05 -0.25 -0.7756
O 2.633720 2.508112 9.949339 -0.09 -0.20 0.13 -0.2358
C 3.893461 2.384208 10.604565 -0.13 0.08 -0.56 -0.5922
C 4.862142 1.578866 9.746147 0.01 -0.12 0.38 -0.3485
O 4.660336 0.167682 9.849716 -0.25 0.18 -0.23 -0.4701
C 3.511397 -0.346077 9.174715 0.36 -0.16 -0.01 -0.4130
C 3.682867 -0.397524 7.661312 -0.33 0.40 0.15 -0.5809
O 3.449589 0.887977 7.091076 0.16 0.02 -0.10 -0.2338
C 4.003188 1.004736 5.793437 -0.12 0.09 0.34 -0.8226
H 1.812661 3.823332 11.322299 -0.06 0.00 0.14 0.3184
H 0.669554 2.943998 10.281805 0.12 0.01 -0.03 0.2249
H 1.472138 2.083904 11.607959 0.00 0.08 0.13 0.3260
H 3.769389 1.892717 11.576610 0.07 -0.01 -0.01 0.3543
H 4.290303 3.394767 10.755628 0.15 -0.02 0.16 0.4293
H 5.873089 1.754042 10.125692 -0.10 -0.09 0.06 0.3935
H 4.852862 1.903322 8.704381 -0.24 0.08 0.04 0.1470
H 2.608004 0.193327 9.465828 0.03 0.13 -0.22 0.1804
H 3.400910 -1.372479 9.536653 0.11 0.04 -0.05 0.3970
H 2.948605 -1.089751 7.231741 0.08 -0.22 0.02 0.4256
H 4.695472 -0.743161 7.418326 -0.05 -0.02 0.06 0.3615
H 5.090490 0.885882 5.832076 0.01 -0.12 -0.14 0.3514
H 3.780492 2.003895 5.416536 -0.02 -0.08 0.09 0.2076
H 3.564128 0.262363 5.118930 0.13 -0.07 -0.12 0.3573
C 0.276754 -5.169933 -5.687155 0.28 0.08 -0.30 -0.6110
O 0.961491 -4.251794 -6.516547 -0.14 0.13 0.33 -0.2641
C 0.103467 -3.223871 -7.002409 0.62 -0.23 -0.27 -0.2118
C 0.923674 -2.032784 -7.487362 -0.30 0.12 0.19 -0.4624
O 1.356385 -1.181285 -6.422206 0.03 -0.31 0.01 -0.4526
C 2.421601 -1.691923 -5.616962 0.08 0.34 -0.13 -0.3179
C 3.773619 -1.646187 -6.317995 -0.10 -0.60 -0.03 -0.6719
O 3.907899 -2.750697 -7.206210 -0.13 0.22 -0.11 -0.2566
C 4.915444 -2.534900 -8.177938 -0.17 -0.14 0.13 -0.7777
H -0.532258 -5.657883 -6.238663 -0.12 -0.03 0.11 0.3339
H 0.988346 -5.927996 -5.357300 -0.01 0.09 -0.10 0.2560
H -0.121397 -4.660945 -4.802242 -0.16 -0.01 0.04 0.1266
H -0.584927 -2.898350 -6.212565 -0.04 0.05 -0.01 0.0194
H -0.471785 -3.638952 -7.837907 -0.19 0.15 -0.01 0.4397
H 0.275789 -1.409080 -8.110511 0.00 0.00 0.14 0.4219
H 1.763632 -2.341250 -8.111507 -0.01 -0.22 0.15 0.2132
H 2.189233 -2.690547 -5.241558 0.15 -0.10 -0.21 0.2080
H 2.469025 -1.027495 -4.748709 0.01 0.07 -0.12 0.3707
H 4.575858 -1.718332 -5.574029 0.02 0.22 0.10 0.4332
H 3.870227 -0.701482 -6.867905 -0.04 0.01 0.08 0.3474
H 4.660612 -1.674234 -8.804582 0.13 0.08 0.01 0.3278
H 4.969438 -3.419073 -8.814264 -0.04 0.02 0.14 0.2363
H 5.886998 -2.380215 -7.698875 0.06 0.08 -0.08 0.3202
```
Positions in Å, forces in eV/Å.

Calculated values
Orbital gap in eV: 5.7
Highest occupied orbital energy in eV: -10.59
Total charge: +1
E_tot in a.u.: -2663.936282